1.
# C6H14NS2

2 unconnected molecules or ions with the total composition C6H14NS2 (wB97M-V/def2-TZVPD, the OMol25 dataset).

Orbital gap   7.19 eV
Net charge   +1
Relative energy (zero: lowest compared OMol25 entry of this formula, charge and spin)   199.80 kJ/mol

CARTESIAN COORDINATES (ANGSTROEM)
C  1.93928  0.03077  0.70142
C  3.04526  -0.96091  0.36046
C  1.60970  -1.34855  0.24124
C  -1.58806  2.04103  -1.24727
C  -2.08531  1.05122  1.14215
C  -1.57612  0.88163  -0.26994
N  0.96856  -1.41221  -1.02431
S  -2.22178  -1.96841  0.50188
S  -1.80948  -0.58907  -0.98717
H  1.78581  0.01771  1.78843
H  1.84647  0.98133  0.29027
H  3.50532  -0.73640  -0.54975
H  3.69466  -1.36411  1.12723
H  -2.49343  2.64545  -1.09512
H  -1.56864  1.91439  -2.36663
H  -0.74123  2.76916  -0.98575
H  -1.27538  1.78063  1.61507
H  1.23421  -1.87506  1.05066
H  -2.17520  0.16360  1.72136
H  1.14695  -0.49264  -1.42712
H  -3.00736  1.62794  1.18750
H  1.31617  -2.15929  -1.53682
H  -1.55041  -2.99820  -0.23779



2.
# C3H10NO3

2 unconnected molecules or ions with the total composition C3H10NO3 (wB97M-V/def2-TZVPD, the OMol25 dataset).

Orbital gap   10.81 eV
Net charge   +1
Relative energy (zero: lowest compared OMol25 entry of this formula, charge and spin)   274.26 kJ/mol

CARTESIAN COORDINATES (ANGSTROEM)
O  1.38213  1.61375  0.99863
C  0.69592  1.72491  0.02293
C  0.65892  0.45776  -0.87643
C  -0.84518  0.15705  -1.32359
O  -1.55633  -0.23495  -0.12440
N  1.06795  -0.76269  -0.11375
H  0.25620  2.62246  -0.45297
H  1.18249  0.44034  -1.85808
H  -0.86395  -0.73846  -1.95058
H  -1.34892  1.09150  -1.55875
H  -2.08923  0.49760  0.18599
H  2.02944  -0.70620  0.27142
H  0.30097  -1.11039  0.48943
H  1.41354  -1.57030  -0.66242
H  -0.44271  -0.54080  2.74374
H  -1.25206  -1.80766  2.20985
O  -0.58917  -1.13393  1.99899



3.
# C20H35N7STi

A molecular structure, C20H35N7STi (wB97M-V/def2-TZVPD, the OMol25 dataset).

Orbital gap (spin up / spin down)   6.02 / 7.14 eV
⟨S²⟩   2.02
Net charge   +2
2S+1   3
Relative energy (zero: lowest compared OMol25 entry of this formula, charge and spin)   232.86 kJ/mol

CARTESIAN COORDINATES (ANGSTROEM)
Ti  -0.73066  0.37069  -0.19323
C  -1.46477  0.88639  -4.37353
C  -1.12307  0.40891  -3.00534
N  -0.97215  1.19391  -1.95922
C  -1.20080  2.61257  -2.08414
C  -0.75210  3.31790  -0.79715
N  -1.03283  2.51724  0.41372
C  -2.38323  2.72348  0.97016
C  -3.36380  1.70441  0.38902
N  -2.77923  0.36887  0.51142
C  -2.79285  -0.17766  1.88772
C  -1.34625  -0.58079  2.29283
N  -0.76023  -1.04971  1.07102
C  -0.75384  -2.30484  0.66046
C  -0.76430  -3.52331  1.51473
C  -0.74367  -2.38353  -0.77848
C  -0.65833  -3.51573  -1.59687
C  -0.78559  -3.35932  -2.96945
C  -0.97655  -2.09735  -3.52141
C  -0.99976  -0.98994  -2.66984
N  -0.90237  -1.15268  -1.33091
H  -2.53539  1.09863  -4.43717
H  -1.23352  0.13659  -5.12395
H  -0.93630  1.80679  -4.61866
H  -2.26568  2.79945  -2.29106
H  -0.63222  3.03228  -2.92661
H  -1.22090  4.30872  -0.73578
H  0.32788  3.47424  -0.85807
H  -0.37935  2.84782  1.12901
H  -2.75432  3.73955  0.77921
H  -2.32492  2.59629  2.05653
H  -3.54166  1.90647  -0.67082
H  -4.32486  1.78399  0.91345
H  -3.27971  -0.27035  -0.11053
H  -3.43333  -1.06444  1.93500
H  -3.19647  0.55683  2.58820
H  -1.37530  -1.33954  3.08418
H  -0.78210  0.29766  2.66046
H  0.03174  -4.19521  1.19261
H  -1.70442  -4.06335  1.40891
H  -0.61448  -3.27981  2.56282
H  -0.48719  -4.48700  -1.16338
H  -0.73106  -4.22346  -3.61181
H  -1.08546  -1.97041  -4.58646
C  4.36488  1.47014  0.68576
N  2.98983  1.00063  0.84802
C  2.07670  1.72994  -0.00798
C  2.77253  -0.36428  0.90238
S  1.81343  -1.08362  -0.29414
N  3.30319  -1.06955  1.89763
C  3.90868  -0.48025  3.07546
C  3.19307  -2.51078  1.94596
H  4.66581  1.42321  -0.36548
H  5.04901  0.86453  1.26758
H  4.42810  2.50445  1.01807
H  2.17486  2.78896  0.23552
H  1.04507  1.35027  0.19604
H  2.29024  1.58110  -1.08029
H  3.75287  0.59521  3.10551
H  4.97930  -0.69431  3.10837
H  3.45419  -0.92282  3.96487
H  2.38520  -2.81147  2.61706
H  4.12709  -2.92775  2.31934
H  2.99140  -2.90485  0.95272



4.
# C42H51BCl5LaN10OS

A molecular structure, C42H51BCl5LaN10OS (wB97M-V/def2-TZVPD, the OMol25 dataset).

Orbital gap   8.77 eV
Relative energy (zero: lowest compared OMol25 entry of this formula, charge and spin)   148.67 kJ/mol

CARTESIAN COORDINATES (ANGSTROEM)
La  0.93686  -0.21377  0.35602
C  3.45829  -4.82963  -1.72811
C  2.80326  -3.53060  -1.26805
C  1.78897  -3.04905  -2.30539
C  2.16199  -3.69439  0.08308
C  2.33164  -4.75002  0.99325
C  1.48344  -4.45104  2.03714
N  0.85419  -3.29923  1.76066
N  1.27427  -2.81538  0.55952
B  -0.32954  -2.74009  2.59169
N  0.05483  -1.53592  3.48582
C  0.20883  -1.65576  4.81028
C  0.52244  -0.42132  5.32266
C  0.54496  0.44353  4.22028
N  0.25938  -0.23827  3.09098
C  0.87994  1.91025  4.35859
C  -0.10125  2.82166  3.63309
C  2.33964  2.21442  3.99671
N  -1.50577  -2.41562  1.65534
C  -2.75846  -2.86675  1.84517
C  -3.49951  -2.55385  0.73022
C  -2.59225  -1.91711  -0.13263
N  -1.38958  -1.81468  0.44167
C  -2.83331  -1.52344  -1.56074
C  -2.06165  -2.48033  -2.48204
C  -4.32056  -1.56047  -1.89651
H  3.91215  -4.68818  -2.71196
H  2.72091  -5.63542  -1.80213
H  4.24688  -5.14734  -1.04158
H  3.58580  -2.77852  -1.17990
H  0.97427  -3.77372  -2.40576
H  2.27303  -2.92273  -3.27785
H  1.35301  -2.08449  -2.04006
H  2.96744  -5.61783  0.89631
H  1.26742  -4.99438  2.94811
H  -0.67950  -3.61620  3.34221
H  0.07164  -2.61163  5.29671
H  0.70302  -0.15884  6.35505
H  0.77594  2.10497  5.42624
H  -0.05279  2.65280  2.56189
H  0.14927  3.87289  3.79973
H  -1.12387  2.64718  3.98130
H  2.54184  2.01192  2.94960
H  3.02359  1.61407  4.60309
H  2.55466  3.27273  4.17051
H  -3.02486  -3.39098  2.75217
H  -4.53913  -2.78412  0.54824
H  -2.46129  -0.50542  -1.70634
H  -2.33754  -3.51513  -2.25357
H  -0.98456  -2.38357  -2.34171
H  -2.29814  -2.28657  -3.53342
H  -4.69289  -2.59133  -1.86780
H  -4.48968  -1.17201  -2.90486
H  -4.91116  -0.96296  -1.19627
C  -0.19349  -0.58746  -4.49996
N  0.91652  0.34679  -4.58516
C  1.99197  -0.06115  -5.48549
C  1.20389  1.11184  -3.46276
O  0.79263  0.76590  -2.33843
N  1.94196  2.22359  -3.67945
C  2.60345  2.90624  -2.57457
C  2.10944  2.83969  -4.98823
H  -0.75864  -0.57910  -5.43628
H  -0.84784  -0.29775  -3.68858
H  0.15375  -1.60935  -4.31536
H  2.10837  -1.14823  -5.44178
H  2.93911  0.38130  -5.18545
H  1.78909  0.21695  -6.52395
H  2.28042  2.50286  -1.63306
H  2.34731  3.96619  -2.59529
H  3.69084  2.80445  -2.65543
H  1.30557  2.54816  -5.65696
H  3.06951  2.58866  -5.44884
H  2.07603  3.92128  -4.86006
Cl  3.93318  -0.24027  -2.55682
C  4.48374  -0.32797  -0.89222
C  3.55447  -0.51353  0.13624
C  4.16431  -0.68974  1.37195
Cl  3.10725  -1.02755  2.72119
C  5.52967  -0.64018  1.62773
Cl  6.14549  -0.87775  3.22173
C  6.39466  -0.39265  0.57092
Cl  8.09229  -0.28863  0.83702
C  5.86633  -0.24369  -0.70717
Cl  6.93213  0.04370  -2.03586
N  -1.36339  1.16943  0.11374
S  -2.30086  1.48306  1.34501
C  -4.02275  1.14555  0.95975
C  -4.62058  1.70237  -0.16342
C  -5.95996  1.45375  -0.41003
C  -6.69342  0.65600  0.46692
C  -6.08607  0.10286  1.58530
C  -4.73802  0.34395  1.83340
C  -2.48533  3.27375  1.44991
C  -3.48186  3.83205  2.24562
C  -3.56245  5.21040  2.35311
C  -2.65107  6.01790  1.67686
C  -1.65292  5.44527  0.90205
C  -1.55999  4.06110  0.78864
H  -1.63368  1.67211  -0.73127
H  -4.04800  2.34345  -0.82985
H  -6.43647  1.88610  -1.28236
H  -7.74361  0.46897  0.27408
H  -6.65665  -0.52294  2.26201
H  -4.24335  -0.09407  2.69535
H  -4.19325  3.19953  2.76757
H  -4.33794  5.65668  2.96598
H  -2.71670  7.09593  1.76605
H  -0.92410  6.06988  0.39754
H  -0.74758  3.60420  0.23506
N  1.61280  3.32257  0.55645
C  1.48727  2.16920  0.57028



5.
# C5H8O3

C5H8O3 in the gas phase (wB97M-V/def2-TZVPD, the OMol25 dataset).

Orbital gap   8.62 eV
Relative energy (zero: lowest compared OMol25 entry of this formula, charge and spin)   346.52 kJ/mol

CARTESIAN COORDINATES (ANGSTROEM)
C  0.04767  -1.24446  1.09279
C  1.07053  -0.43885  0.79787
C  -1.23110  -0.93495  0.64694
C  -1.12764  0.18982  -0.42287
C  0.84763  0.73424  -0.05011
O  -1.10313  -0.48081  -1.68531
O  0.82655  2.06623  0.49480
O  1.51690  0.70226  -1.29447
H  0.11918  -2.20006  1.63103
H  2.06243  -0.69723  1.06113
H  -1.76709  -1.77212  0.17054
H  -1.89658  -0.63372  1.41189
H  -1.64945  1.12702  -0.19167
H  -0.18498  -0.73397  -1.83168
H  0.71213  2.73727  -0.28405
H  1.75694  1.57933  -1.54683



6.
# C4H8N2O2

C4H8N2O2 in the gas phase (wB97M-V/def2-TZVPD, the OMol25 dataset).

Orbital gap   10.24 eV
SMILES string   CN1C[C@H]1C(=O)NO
Relative energy (zero: lowest compared OMol25 entry of this formula, charge and spin)   647.46 kJ/mol

CARTESIAN COORDINATES (ANGSTROEM)
C  -1.80148  -0.49880  0.71536
N  -1.23894  0.93559  0.62478
C  0.05072  1.13903  1.30157
C  -0.10305  1.00955  -0.16575
C  0.89501  -0.07762  -0.55402
O  0.86166  -0.99961  0.21567
N  1.66270  -0.07741  -1.73321
O  1.83592  -1.57821  -2.07483
H  -0.93971  -1.06405  1.34061
H  -2.74601  -0.27724  1.39745
H  -2.13201  -0.89460  -0.24167
H  0.74582  0.10243  1.65197
H  -0.05332  2.08825  1.93652
H  -0.02430  1.81001  -0.83146
H  1.02501  0.30619  -2.42892
H  1.96198  -1.92351  -1.15407



Among the records above, which one has the lowest relative energy (zero: lowest compared OMol25 entry of this formula, charge and spin)?
C42H51BCl5LaN10OS



What is the relative energy (zero: lowest compared OMol25 entry of this formula, charge and spin) in the first record?
199.80 kJ/mol



Which value of relative energy (zero: lowest compared OMol25 entry of this formula, charge and spin) does entry 6 give?
647.46 kJ/mol



Which of these has the highest relative energy (zero: lowest compared OMol25 entry of this formula, charge and spin)?
C4H8N2O2